Entry 1:
182
Properties=species:S:1:pos:R:3:forces:R:3:mulliken_charge:R:1 method="wB97M-V/def2-TZVPD" e_tot_ha=-3236.7811 total_charge=0 spin_multiplicity=2 molar_mass_g_mol=1151.058 s_squared=0.75 orbital_gap_ev="7.51 / 7.24" fmax_ha_per_bohr=0.0539
Hg 2.01954 -3.43866 -1.19971 0.14 0.13 0.52 0.45
C 0.93030 0.76111 0.52408 0.12 -0.72 0.05 0.13
C 0.50189 -0.71820 0.37456 -0.21 -0.99 -0.89 1.37
C -1.03133 -0.81190 0.47864 0.52 0.22 -0.17 -0.37
O 1.01535 -1.40625 -0.74980 -0.40 1.04 -0.02 0.10
H 0.48041 1.12608 1.44738 0.25 0.24 0.14 0.07
H 0.62146 1.43996 -0.27082 -0.32 -0.28 -0.32 -0.04
H 2.01590 0.84991 0.56507 0.12 -0.04 0.25 -0.35
H 0.82832 -1.31047 1.22940 0.36 0.46 0.68 -0.79
H -1.29050 -0.31964 1.41598 -0.53 -0.09 0.08 0.44
H -1.36667 -1.84901 0.47126 0.18 0.05 0.34 -0.32
H -1.53532 -0.31552 -0.35064 -0.01 0.27 -0.14 -0.42
C 1.50145 -1.81259 4.12422 0.90 -0.24 -0.17 -0.51
C 3.04876 -1.71743 4.09528 -0.27 -0.07 0.45 -0.14
C 3.51305 -0.44382 3.35090 -0.53 -1.07 1.12 0.76
O 4.89927 -0.34092 3.50815 1.06 0.89 -0.26 -0.50
C 5.37603 0.96718 3.17074 0.31 -0.08 0.06 -0.54
N 3.59508 -1.85179 5.46859 -0.37 0.61 -0.97 -0.85
H 1.14953 -1.97373 3.10526 -0.24 0.08 0.10 0.15
H 1.02296 -0.92841 4.54540 0.32 0.23 -0.32 -0.63
H 1.14458 -2.62616 4.75576 0.35 -0.24 -0.12 0.48
H 3.48118 -2.53259 3.51509 -0.24 -0.34 0.00 0.52
H 3.04713 0.41459 3.83480 -0.37 0.36 -0.33 -0.09
H 3.21463 -0.61316 2.31631 -0.06 0.64 -0.36 -0.22
H 4.90900 1.75716 3.75889 -0.66 -0.01 -0.08 0.36
H 5.29130 1.15201 2.09987 -0.36 0.14 -0.05 -0.01
H 6.42930 1.12171 3.40496 0.17 -0.83 0.12 0.40
H 4.54449 -1.51988 5.37622 0.56 -0.23 0.16 0.37
H 3.16693 -1.08944 5.97415 -0.32 0.14 0.62 0.28
C 5.12423 0.53888 -0.68899 0.76 -0.70 -1.17 -1.34
C 4.76416 -0.67140 -1.61806 0.06 -0.21 0.63 0.55
C 6.06850 -1.39109 -2.19465 -1.05 0.55 -0.20 -0.97
O 6.57839 -0.64058 -3.27839 -0.53 0.50 0.02 -0.32
C 7.74670 -1.18905 -3.83854 0.00 1.03 0.01 -0.77
N 3.90462 -1.57902 -0.79843 1.43 -0.20 -0.16 -0.41
H 5.92730 1.14354 -1.11039 -0.14 0.23 -0.29 0.50
H 5.58075 0.10635 0.20130 -0.25 0.01 0.30 0.35
H 4.27439 1.17677 -0.44617 -0.03 -0.19 0.02 0.15
H 4.06852 -0.41799 -2.41805 0.62 0.43 -0.44 0.25
H 5.87664 -2.38965 -2.58729 -0.55 -0.29 0.35 0.45
H 6.86536 -1.48016 -1.45627 -0.07 0.01 0.56 0.37
H 8.14213 -0.40496 -4.48425 0.07 -0.08 -0.09 0.25
H 7.56287 -2.06393 -4.46215 -0.04 -0.34 0.27 0.28
H 8.47817 -1.34350 -3.04532 0.21 -0.48 -0.04 0.33
H 4.39316 -1.64482 0.08310 0.08 -0.64 0.42 0.13
H 3.04722 -1.10663 -0.54982 -0.67 0.33 -0.35 0.16
C -0.43056 -5.81348 -3.40137 0.48 -0.92 -1.18 -1.56
C 0.27525 -4.57166 -3.96301 -2.45 -0.77 1.05 0.17
C -0.64457 -3.96224 -5.07589 1.66 -0.94 -0.74 -0.26
O -0.50897 -4.78857 -6.25570 0.57 -0.96 1.91 -0.42
C -0.90218 -4.19993 -7.43368 -0.25 1.90 -0.25 -0.63
N 0.33539 -3.64824 -2.81544 0.05 0.55 -1.27 -0.09
H 0.19380 -6.34201 -2.68100 -0.06 0.01 0.08 0.35
H -0.61757 -6.46693 -4.25351 0.18 -0.37 0.03 0.45
H -1.42770 -5.64979 -2.99270 0.18 0.60 0.23 0.31
H 1.27974 -4.81804 -4.30711 -0.18 0.18 -0.32 0.36
H -0.24853 -2.95606 -5.21322 -0.13 0.35 -0.64 0.27
H -1.70181 -3.89708 -4.81876 -0.05 -0.08 0.44 0.23
H -1.91872 -3.81532 -7.35096 -0.36 -0.18 -0.30 0.21
H -0.77017 -4.80908 -8.32789 0.01 -0.41 0.44 0.30
H -0.29164 -3.30335 -7.54077 0.14 0.35 -0.55 0.27
H 0.29991 -2.72862 -3.23154 0.42 1.00 0.27 0.40
H -0.55191 -3.70303 -2.33606 -0.31 -0.20 0.35 0.27
C -4.37458 0.56762 -6.66773 0.22 0.15 1.50 -1.45
C -3.15045 -0.37331 -6.42275 -1.37 1.35 0.32 0.31
C -3.18804 -1.05845 -4.95803 0.42 1.68 -1.53 0.02
O -3.31300 -0.03929 -3.91374 -1.16 -0.85 -1.59 -0.40
C -3.80628 -0.61690 -2.72257 0.69 -0.52 -0.03 -0.50
N -3.26866 -1.35970 -7.47957 1.01 -1.57 0.72 -0.49
H -4.27741 1.30082 -7.46839 0.49 -0.24 -0.17 0.41
H -4.57831 1.13811 -5.76156 -0.29 0.09 0.04 0.29
H -5.23080 -0.05854 -6.91857 -0.19 0.09 0.21 0.37
H -2.26364 0.25619 -6.49629 0.30 -0.42 -0.13 -0.22
H -2.25321 -1.58034 -4.75350 -0.05 -0.31 -0.36 -0.14
H -4.00197 -1.77968 -5.03186 -0.34 0.04 0.68 0.65
H -4.61379 -1.33821 -2.84798 -0.40 0.19 -0.44 0.39
H -4.13643 0.15368 -2.02593 0.32 0.05 -0.08 0.42
H -2.98156 -1.22553 -2.35170 0.09 0.08 0.76 0.04
H -4.18075 -1.77295 -7.34757 -0.06 -0.28 -0.34 0.29
H -3.21812 -1.02811 -8.43225 0.11 0.44 0.22 0.25
C 1.76380 4.27712 1.70677 0.17 0.34 1.77 -0.41
C 2.55349 4.51775 3.02443 0.13 -0.14 0.19 1.61
C 4.00377 4.69066 2.70273 -0.47 0.89 1.64 -0.83
O 4.73372 4.69705 3.95933 -0.68 -1.08 -1.52 -0.36
C 6.09666 4.68440 3.63959 0.44 0.35 1.72 -0.80
N 2.00747 5.64636 3.77835 -0.77 0.51 -0.80 -0.80
H 1.77226 5.19571 1.12006 0.18 -0.30 -0.18 0.11
H 0.73552 4.08638 2.01393 -0.06 -0.20 -0.30 0.00
H 2.17161 3.42074 1.16975 -0.13 0.09 -0.11 -0.12
H 2.51957 3.68953 3.73225 -0.14 -0.92 -0.45 -0.61
H 4.11897 5.69663 2.29918 0.29 -0.07 -0.75 0.53
H 4.30541 3.87058 2.05114 0.42 0.14 -0.09 0.21
H 6.60235 4.36565 4.55106 0.23 0.04 0.07 0.25
H 6.38109 5.72340 3.47321 0.55 -0.10 -0.69 0.31
H 6.38405 3.96269 2.87498 -0.15 0.27 -0.41 0.31
H 1.11549 5.30397 4.10581 -0.34 0.23 0.12 0.15
H 2.49841 5.90482 4.62233 0.60 -0.34 -0.12 0.37
C 0.72397 0.71270 -5.33225 0.73 1.12 -0.37 -1.71
C 0.37267 0.80988 -3.87641 -0.36 0.18 0.08 0.69
C -0.58904 2.01870 -3.51517 1.59 -1.42 0.07 0.58
O 0.03556 3.23653 -3.83543 -0.06 0.40 -0.23 -0.38
C -0.18964 3.73521 -5.12791 -0.22 -0.31 -0.98 -0.92
N -0.14667 -0.50281 -3.49665 -0.32 0.38 0.56 0.45
H 1.46497 1.47403 -5.57592 0.00 0.21 -0.16 0.48
H -0.15174 0.95139 -5.93576 0.03 -0.67 -0.32 -0.12
H 1.21851 -0.23515 -5.54470 -0.48 -0.11 -0.13 0.43
H 1.28502 0.95943 -3.29904 0.09 0.08 0.07 0.25
H -0.64905 2.01087 -2.42685 -0.37 0.02 0.08 -0.79
H -1.57661 1.85663 -3.94706 -0.15 0.26 -0.18 0.32
H -1.10248 4.32225 -5.22889 -0.02 0.48 0.47 0.31
H -0.33278 2.97072 -5.89155 0.10 -0.42 0.19 0.45
H 0.68059 4.28323 -5.48915 -0.04 0.31 0.42 0.30
H -1.13692 -0.49341 -3.69514 -0.30 -0.04 0.00 -0.45
H -0.06195 -0.53343 -2.49068 0.07 -0.60 0.63 -0.64
C -3.86052 -5.17156 -0.14117 -1.44 1.22 -1.78 -1.68
C -3.74346 -3.73636 -0.82184 -0.28 0.24 2.15 -0.17
C -4.11321 -2.54706 0.16262 -1.18 -1.54 -0.54 1.04
O -5.52421 -2.56465 0.40044 0.42 -0.14 0.58 -0.59
C -5.90737 -1.71576 1.48998 -0.56 -0.04 -1.40 -0.64
N -2.34590 -3.61008 -1.19956 0.16 0.12 -0.10 0.09
H -3.52428 -5.90019 -0.87882 0.58 -0.03 0.17 0.40
H -4.91904 -5.42214 -0.07158 -0.08 0.12 0.59 0.45
H -3.35940 -5.26785 0.82200 0.07 0.16 -0.21 0.47
H -4.41264 -3.56187 -1.66437 0.02 -0.68 -0.23 0.29
H -3.91316 -1.58391 -0.30687 0.66 0.08 0.13 0.16
H -3.58468 -2.71168 1.10158 0.30 0.35 0.15 -0.44
H -5.60413 -0.68944 1.28303 0.53 0.16 0.26 0.27
H -5.57104 -2.07529 2.46247 0.05 -0.02 0.00 0.13
H -6.99324 -1.66129 1.41250 -0.05 -0.31 0.46 0.32
H -2.07008 -2.64463 -1.09036 0.22 0.27 -0.25 -0.80
H -1.84950 -4.08727 -0.46064 0.53 -0.13 0.03 0.28
C -0.82250 6.09920 -2.21363 0.36 -0.60 -1.93 -1.59
C -0.71357 6.08277 -0.75473 -1.30 0.81 1.20 0.49
C -1.00815 4.71350 -0.10043 -0.42 0.76 -0.82 0.06
O -2.31565 4.24508 -0.48686 -0.27 -0.34 0.19 -0.49
C -2.54801 2.89071 -0.07245 1.74 -0.09 0.18 -0.32
N 0.55885 6.66088 -0.37293 1.41 -0.39 0.43 -0.71
H -0.09187 5.45213 -2.69899 0.35 0.03 0.11 0.23
H -0.62970 7.12636 -2.52321 -0.23 -0.01 -0.43 0.50
H -1.76974 5.72271 -2.59976 -0.24 0.38 0.26 0.28
H -1.42571 6.85115 -0.45380 -1.02 -0.53 0.57 0.18
H -0.95860 4.84918 0.97996 0.06 -0.39 0.14 0.42
H -0.24918 4.03774 -0.49468 0.21 -0.36 0.33 0.09
H -1.83817 2.22235 -0.55981 0.19 -0.06 -0.53 -0.12
H -3.51917 2.42896 -0.25065 -0.32 1.02 -0.14 0.33
H -2.25132 2.74705 0.96651 -0.44 0.25 0.48 0.35
H 0.64577 6.82334 0.62012 -0.22 -0.29 0.33 0.25
H 0.65551 7.59351 -0.74835 -0.10 -0.01 -0.47 0.24
C -1.56999 -2.91584 3.74781 0.11 0.75 -2.22 -0.47
C -2.95521 -3.17386 4.28725 0.53 -1.31 0.03 0.52
C -3.55907 -4.48538 3.75870 -0.46 0.97 -0.82 -0.02
O -4.85261 -4.64998 4.30674 0.30 -0.02 1.16 -0.39
C -5.42294 -5.90049 4.02811 0.11 -0.28 -0.28 -0.70
N -2.73074 -3.24004 5.69697 -0.55 0.55 1.49 -0.68
H -1.05169 -2.06373 4.18755 -0.36 -0.21 0.49 -0.04
H -1.67285 -2.60276 2.70882 0.07 -0.05 -0.42 -0.35
H -0.87329 -3.75182 3.68572 -0.21 -0.32 0.53 0.58
H -3.64942 -2.40253 3.95377 0.08 0.40 0.55 0.21
H -2.87007 -5.31587 3.91256 -0.09 -0.33 0.33 0.59
H -3.73906 -4.36929 2.68994 0.39 -0.16 -0.45 -0.52
H -4.91676 -6.75205 4.48280 0.56 0.06 0.22 0.32
H -5.36836 -6.04856 2.94959 -0.50 -0.25 -0.23 0.21
H -6.43515 -5.96079 4.42793 -0.07 0.44 -0.33 0.27
H -3.55691 -3.38790 6.25883 -0.21 -0.13 -0.13 0.26
H -2.08941 -3.99710 5.88582 0.11 -0.05 0.15 0.26
C -0.47981 1.57776 4.23873 0.03 1.58 0.08 -0.20
C 0.34104 1.87428 5.50251 -0.66 -0.06 1.17 1.10
C -0.05324 3.12982 6.40112 -0.85 -0.60 -2.00 -1.31
O -0.17103 4.29197 5.57205 0.35 -0.29 -0.44 -0.20
C -0.32517 5.44363 6.35646 0.28 0.05 0.84 -0.96
N 0.19510 0.73625 6.43455 0.13 0.14 0.62 -0.72
H -1.54090 1.49332 4.47338 -0.06 -0.21 0.19 0.48
H -0.15404 0.68500 3.70491 0.15 0.01 0.22 -0.19
H -0.40943 2.43127 3.56444 0.06 0.01 -0.30 -0.08
H 1.38449 2.09953 5.28208 0.19 -0.60 -0.27 -0.43
H 0.64979 3.26831 7.22250 0.23 -0.08 -0.12 0.54
H -1.05562 2.98478 6.80399 -0.14 -0.34 0.40 0.44
H -0.71329 6.31912 5.83592 -0.21 -0.45 -0.44 0.23
H 0.63559 5.75130 6.76923 0.27 0.02 0.17 0.34
H -0.96388 5.18430 7.20079 -0.30 0.37 0.15 0.42
H 0.25409 -0.19151 6.03970 0.65 0.12 -0.53 0.25
H -0.77102 0.70820 6.72766 -0.30 0.41 0.38 0.39



Entry 2:
31
Properties=species:S:1:pos:R:3:forces:R:3:nbo_charge:R:1 method="wB97M-V/def2-TZVPD" e_tot_ha=-3020.6990 total_charge=-1 spin_multiplicity=2 molar_mass_g_mol=226.158 s_squared=0.75 orbital_gap_ev="3.08 / 6.54" fmax_ha_per_bohr=0.0548
Br -5.25190 -0.95138 -4.32163 0.07 0.02 0.02 -0.99
C -0.12465 1.39591 2.46477 -1.08 -0.67 0.37 -0.76
C -0.60403 0.63938 1.19714 2.76 -0.30 -0.45 -0.19
N 0.60461 -0.10431 0.47655 1.80 -0.49 0.67 -0.24
C 1.69393 0.91638 -0.07753 -2.20 -0.11 -0.22 -0.79
C 1.30913 -0.95762 1.62562 0.74 -0.08 -1.64 -0.35
C 2.58815 -1.73515 1.17267 -0.89 -0.16 -0.33 -0.76
C 0.05556 -1.04564 -0.68555 0.18 1.15 1.14 -0.23
C -0.64424 -0.25401 -1.78364 -1.32 0.47 0.37 -0.11
O -1.95936 0.21329 -1.28788 2.11 -1.34 0.06 -0.56
C -2.72513 0.85164 -2.27495 0.13 0.32 -1.20 -0.26
H -0.06375 0.76078 3.34852 0.09 -0.45 -0.17 0.21
H -0.93329 2.06488 2.75919 0.08 0.38 -0.31 0.23
H 0.82280 1.93483 2.46178 -0.06 0.13 -0.67 0.22
H -0.96758 1.30974 0.41833 -0.45 -0.35 0.36 0.24
H -1.20093 -0.24998 1.39926 -0.71 0.70 0.14 0.21
H 2.23437 1.42110 0.72327 0.08 -0.40 0.23 0.19
H 1.08365 1.66217 -0.58690 0.06 0.26 0.08 0.21
H 2.33664 0.52057 -0.86389 0.11 -0.65 0.41 0.22
H 0.54505 -1.59430 2.07163 -0.03 -0.13 -0.26 0.20
H 1.67396 -0.28740 2.40395 -0.32 0.40 -0.27 0.22
H 3.39349 -1.09359 0.81499 -0.02 0.35 0.48 0.22
H 2.47881 -2.45635 0.36273 -0.62 -0.04 -0.12 0.20
H 2.91879 -2.35453 2.00643 0.15 0.35 0.19 0.23
H -0.61339 -1.75113 -0.19272 -0.33 0.25 0.02 0.23
H 0.86865 -1.67313 -1.05056 0.27 0.57 -0.05 0.23
H -0.68855 -0.83936 -2.70207 -0.78 -0.72 0.19 0.21
H -0.05424 0.56527 -2.19447 0.21 0.61 0.67 0.18
H -2.77688 0.25376 -3.18488 -0.28 -0.17 0.00 0.22
H -2.25039 1.79475 -2.54562 0.03 0.39 -0.01 0.14
H -3.74920 1.04340 -1.95463 0.22 -0.28 0.29 0.22